A 2-piece molecular cluster, C3H3OP overall. Source: OMol25; level of theory: wB97M-V/def2-TZVPD.

```
8
Properties=species:S:1:pos:R:3:forces:R:3:nbo_charge:R:1
C -2.389883 -1.375707 -1.688892 3.44 -1.38 -2.33 0.5045
P 1.732689 1.369476 1.927622 1.56 -0.13 -1.99 0.2973
H 3.029567 0.530381 1.776122 -1.85 0.97 0.05 0.0056
O -1.998367 -2.033593 -2.585750 -1.47 1.76 2.28 -0.3822
C -0.034481 -0.050830 -0.070162 -1.04 -0.44 -0.64 0.0008
C 0.649778 0.531707 0.742175 0.83 0.17 0.73 -0.6216
H -3.178765 -1.329812 -0.979468 -1.14 -0.01 0.59 0.1883
H 2.189462 2.358378 0.878352 -0.35 -0.94 1.32 0.0074
```
Forces are in eV/Å.

Results
E_HOMO (alpha / beta), eV: -9.11 / -8.71
Frontier orbital gap (alpha / beta), eV: 8.23 / 6.15

=====

CH4N2 as an isolated structure. Source: OMol25; level of theory: wB97M-V/def2-TZVPD.

```
7
Properties=species:S:1:pos:R:3:forces:R:3:nbo_charge:R:1
H 0.252808 -0.869469 1.144667 1.05 -0.97 -0.23 0.1935
H 1.428288 0.982491 -0.844489 -0.31 0.53 -0.26 0.3193
C 0.221453 -0.263616 0.257941 5.27 4.15 3.61 -0.0024
H -0.440443 -0.689710 -0.620593 -3.25 -0.45 -1.96 0.3789
H -1.663198 0.686009 -0.066542 0.15 1.17 -1.62 0.3532
N 1.517903 0.370705 -0.042147 -6.44 -3.15 0.84 -0.5918
N -1.316811 -0.216412 0.171161 3.53 -1.28 -0.38 -0.6507
```
Forces are in eV/Å.

Results
E_HOMO, eV: -9.65
Frontier orbital gap, eV: 8.99

=====

C6H10O as an isolated structure. Source: OMol25; level of theory: wB97M-V/def2-TZVPD.

```
17
Properties=species:S:1:pos:R:3:forces:R:3:nbo_charge:R:1
H -1.755769 1.510290 -0.720883 0.07 -0.10 0.12 0.1563
C -1.419988 -0.570439 -0.193203 0.00 -0.33 0.05 -0.1526
H 0.344291 0.806389 -1.698773 -0.01 0.04 0.13 0.2025
C 0.886965 -1.467468 0.070102 -0.02 -0.06 -0.01 -0.4254
C -0.602599 -1.608964 -0.037849 -0.06 0.22 -0.07 -0.1753
C -1.078886 0.993520 -0.009840 0.17 0.06 -0.25 0.0141
C 0.248301 0.799682 -0.610415 -0.02 -0.07 0.11 0.1436
H 2.267200 0.209921 -0.202009 -0.15 -0.02 0.06 0.2349
C 1.255180 0.034429 0.173868 -0.02 0.16 0.05 -0.5131
H -2.482487 -0.709408 -0.373092 0.15 0.01 0.04 0.2298
H -1.020860 -2.614876 -0.032217 0.05 0.16 -0.02 0.2224
O -1.095355 1.403267 1.233426 0.04 0.11 0.03 -0.7211
H 0.647424 2.511277 0.207970 -0.01 -0.10 -0.06 -0.0825
H 1.352998 -1.915165 -0.818443 -0.09 0.06 0.10 0.2170
H 1.283442 -2.013334 0.933855 -0.05 0.09 -0.11 0.2309
H 0.091973 2.414579 0.821923 -0.06 -0.19 -0.04 0.1647
H 1.183840 0.356037 1.215171 0.01 -0.06 -0.11 0.2538
```
Forces are in eV/Å.

Results
E_HOMO, eV: -8.73
Frontier orbital gap, eV: 8.28

=====

A 12-piece molecular cluster, C38H51N11O8S overall. Source: OMol25; level of theory: wB97M-V/def2-TZVPD.

```
109
Properties=species:S:1:pos:R:3:forces:R:3:mulliken_charge:R:1
O 3.623300 -1.519072 3.980915 0.28 -0.33 -0.57 -0.6175
C 1.193110 3.920840 -3.672351 -1.43 -0.62 5.00 -1.1904
N -0.817585 -0.908102 3.180068 0.43 -0.83 -3.00 0.8759
H -4.205197 5.261000 0.759170 -0.90 3.82 0.51 0.5698
H 3.239996 -1.640269 -0.770455 0.19 -0.38 -1.87 0.2666
C -0.987833 0.765040 -6.119964 -0.55 -2.40 2.70 -0.7676
H 4.927256 -3.332110 -2.460842 2.63 -1.28 1.26 0.4278
H 0.652617 6.169337 -3.560797 0.09 -1.67 1.68 0.2855
O 0.250727 -0.330053 -1.528827 0.70 0.27 0.44 -0.5844
H -6.328639 3.190389 0.758112 2.22 -0.03 0.19 0.2430
C -2.084802 -0.305290 -4.279036 -1.33 0.42 -2.24 -0.0174
H 1.159020 1.853884 -2.339534 0.80 -2.62 -0.95 0.8655
C 2.180680 -2.220685 -3.931868 2.37 -3.84 -1.35 -0.2389
C -0.323226 -1.650267 4.211509 -0.41 2.02 2.09 -0.4378
H 2.086771 4.878759 4.341287 3.94 3.08 3.08 0.6104
H -0.699808 -1.392956 6.538971 -0.80 -0.11 -1.42 0.2990
C -4.911854 -3.262562 -0.061010 1.69 5.64 -1.86 -0.6550
H 2.084844 1.599731 0.036164 2.68 -1.06 1.48 -0.8674
H 0.940245 0.776823 -4.699262 0.06 0.04 -0.35 0.5282
O 0.081263 -4.977886 -2.903203 -1.10 0.76 1.68 -0.6110
C 2.170320 -4.994278 2.436898 -6.11 3.34 -3.29 -0.8831
H -1.482339 2.690763 2.836908 0.50 0.06 0.13 0.5622
H -3.467969 -0.030057 -6.086458 3.12 0.60 0.25 0.2189
H 0.527654 2.909175 -0.650863 -0.64 -0.90 1.88 -0.0749
O -1.521480 0.191041 -0.114519 -2.92 1.37 -0.07 -1.9353
O 0.173289 -0.980127 0.819701 1.62 2.39 -1.86 -0.2726
C -0.067027 0.464330 -4.919449 -3.48 1.58 -2.57 -0.5533
N 0.614668 2.922882 2.206934 -2.12 0.59 1.31 0.7549
H -0.406953 4.343352 4.900023 -4.81 2.85 7.27 0.8408
H -1.738044 3.829868 0.581043 -2.33 -0.20 0.35 -0.0198
H 5.930562 3.189093 -0.616838 1.96 1.57 -0.78 0.5140
H -2.577440 0.353703 2.683109 0.10 0.07 -0.35 0.7045
C 5.364394 1.112461 0.398765 -0.18 1.28 -1.10 -0.7203
O 0.481568 1.427509 0.140626 -0.21 -2.44 -0.63 0.5689
N 2.121978 -1.555352 -2.758024 1.46 -1.57 2.39 0.5505
H 1.248923 -1.079389 -2.368264 2.12 -1.11 -0.70 0.0520
C 0.736438 5.188279 -2.954793 1.16 -2.45 0.13 -0.4104
C -4.501571 -1.305688 -1.456012 -1.07 -2.01 2.15 -0.5269
H -2.676341 -0.822787 -0.199413 0.05 0.45 -0.77 0.1553
N 3.180150 1.605649 0.270203 -5.12 -0.95 -1.38 1.4551
C 4.179559 -2.697238 -2.702711 -7.11 1.28 -1.66 -1.1569
H -4.361233 -0.474185 -2.208750 -0.97 -1.20 0.99 0.4560
N -0.804238 -4.571957 -2.132994 -1.26 -3.20 -0.70 1.0585
H 1.535435 0.900612 4.046738 -2.07 0.27 0.77 0.4608
C -5.174378 3.099220 0.759745 -0.29 0.57 -1.04 -0.7419
C 3.426749 -3.049782 -4.027869 -1.33 4.79 4.91 -0.7074
C -2.848624 3.537679 0.725633 -3.46 0.23 -2.90 0.0996
H -0.752251 1.275887 -7.138348 -0.25 -1.22 2.24 0.2654
C 1.758668 3.515295 2.528393 0.00 3.35 3.44 -0.3509
N 0.861304 -3.245415 1.374211 0.91 -2.33 0.82 0.4816
C 3.694330 2.619045 -0.407661 7.65 -0.77 0.88 -0.4893
C -2.337951 0.091666 -5.724004 1.63 0.29 3.75 -0.7935
H -2.986378 -2.786012 1.035044 0.03 -0.11 0.38 0.3257
C 5.264823 2.463289 -0.368733 -7.59 -5.46 3.20 -1.1401
O -1.442123 -5.306180 -1.334875 1.79 1.46 -1.40 -0.5803
H 0.250240 -6.516008 2.197628 0.76 0.29 -0.13 0.3588
H 0.625791 -2.215323 1.057100 0.64 -2.81 0.15 0.5941
C -4.511273 1.826227 0.552519 1.67 5.92 -0.15 -0.2854
C 2.051380 -3.570533 2.016338 -2.14 -4.92 0.09 -0.6596
H -0.272838 -1.024179 2.124084 -2.29 0.89 3.32 -0.0863
H 2.982945 -5.428036 2.908469 1.28 -0.71 0.82 0.4901
H -1.385432 -3.117336 -3.351518 -0.03 0.90 -4.05 0.4680
H 2.709377 -2.817492 2.103549 2.53 2.25 0.48 0.4567
C -1.951051 -0.148581 3.388473 1.59 -2.90 6.98 -0.5242
H 1.259449 -2.515178 -4.517730 1.15 1.22 0.56 0.2817
C 0.102832 -4.384727 1.287729 0.42 -3.50 2.43 -0.1709
H -6.570295 -2.667888 -1.453616 1.16 0.36 -0.31 0.3473
H 3.931077 -3.677944 -4.716428 -0.39 -0.31 -0.94 0.4339
H -0.277518 5.603934 -0.890393 2.78 -2.64 -1.32 0.1888
C 0.813512 -5.596259 2.009485 0.66 5.99 -1.61 -0.8794
H 0.540935 2.518760 1.298992 -0.37 -0.74 0.12 0.0130
H 6.466354 0.610149 0.642462 -3.46 1.20 -0.56 0.1440
H 2.615942 3.417255 1.804160 -0.95 0.41 1.32 0.3974
H 3.925364 -0.446886 1.293099 -1.08 2.87 -1.56 0.1043
C 0.520191 4.863707 -1.523144 -2.56 1.75 -2.88 -0.5159
C 1.056112 2.836777 -2.610274 -0.67 6.91 -0.63 -0.2859
C -0.494454 3.093003 3.041777 4.09 3.49 2.86 -0.4283
H -0.985215 -4.428478 0.948448 1.89 0.35 0.35 0.1815
C -1.049325 -1.223161 5.484138 0.42 0.08 -4.19 -0.8834
N 2.855816 -0.728589 4.464392 -0.84 1.30 0.87 1.0747
C 3.240165 -1.985567 -1.852064 0.07 0.44 -3.27 0.1885
H 3.015555 1.131061 3.335706 -0.39 -1.29 0.38 0.5540
H 3.050571 3.344771 -0.791781 -0.57 1.08 -0.62 0.6441
C -4.194066 4.270220 0.687350 2.93 -9.28 1.01 -0.9602
H -4.752925 0.814562 0.415623 -0.74 -0.91 -0.07 0.4057
C 2.215534 0.334221 3.506512 4.13 1.55 3.01 -0.2634
H -0.521645 -2.591397 -1.824299 -1.68 -0.40 -1.16 0.0320
H -2.671107 -0.767046 -3.449123 -0.14 0.40 -1.41 0.2943
H 0.610633 -2.235890 3.933093 -1.38 0.67 1.01 0.5068
N -0.833151 -0.030152 -3.879727 1.30 0.16 -1.34 0.6448
C -1.335277 -3.213549 -2.364423 0.06 0.01 6.48 -0.1212
H -2.936548 -0.182358 5.463193 -4.30 1.76 2.78 0.6662
C 1.451394 4.382173 3.816474 -5.47 -6.96 -6.32 -1.1978
C 0.074479 4.058507 4.169398 5.32 -5.34 -11.71 -1.2467
O 2.615316 -0.677081 5.679393 0.04 0.33 -1.82 -0.6343
H -2.364941 1.527373 0.180831 -2.09 1.23 0.55 0.2280
H -5.251339 -4.226034 0.017240 -0.44 -2.11 1.43 0.4781
N -3.455553 -1.403449 -0.492296 -4.99 -4.00 0.37 1.6342
H 1.569851 3.838053 -4.695069 -0.37 -0.14 0.57 0.3913
H -2.374830 -3.183851 -1.833472 2.13 0.21 -1.00 -0.2175
S -0.113638 0.099708 -0.193815 0.82 -0.54 1.53 0.0361
H 2.048809 -0.012955 2.570468 -1.17 -1.63 -2.39 -0.5203
C -2.127471 -0.392072 4.968289 5.72 -1.50 -5.96 -1.2594
H -0.464951 -0.164486 -2.879834 -0.83 0.29 -1.91 -0.0539
N -3.181917 2.216686 0.377316 2.37 -0.73 1.57 0.4906
C 3.955144 0.585038 0.685842 6.75 0.08 0.40 0.2912
C -3.760902 -2.509341 0.345458 0.01 -0.63 -1.60 -0.6282
N 0.639884 3.472462 -1.421394 0.66 3.24 -4.20 0.5557
C -5.542349 -2.471724 -1.087069 3.68 3.02 -0.87 -0.9059
```
Forces are in eV/Å.

Results
E_HOMO, eV: -2.90
Frontier orbital gap, eV: 7.08
Charge: -2

=====

Number 1: F_max 4.380 eV Å⁻¹. Number 2: F_max 7.615 eV Å⁻¹. Number 3: F_max 0.339 eV Å⁻¹. Number 4: F_max 13.926 eV Å⁻¹.